(1)
{
  "formula": "C6H10O",
  "method": "ωB97M-V/def2-TZVPD",
  "homo_ev": -7.62,
  "lumo_energy_ev": -1.63,
  "homo_lumo_gap_ev": 5.99,
  "relative_energy_kcal_mol": 83.9,
  "multiplicity": 1,
  "largest_force_ev_per_a": 0.97,
  "species": ["C", "C", "H", "O", "C", "C", "H", "H", "H", "H", "C", "H", "C", "H", "H", "H", "H"],
  "positions_angstrom": [[0.67726, -0.50956, -1.66519], [0.25817, -0.53449, -0.38531], [1.96417, -1.04386, -3.28942], [-0.58178, -0.73892, 2.20591], [-0.92009, 1.64324, 2.12051], [-1.13373, 0.21631, 1.50016], [0.69541, -1.18190, 0.36963], [0.13900, 1.87450, 2.05312], [1.44902, -2.38681, -2.26730], [2.67910, -1.29565, -1.69073], [-0.77619, 0.28631, 0.09051], [-1.19123, 1.54823, 3.16819], [1.75367, -1.33709, -2.26161], [-1.36253, 0.86655, -0.61603], [-1.48941, 2.42840, 1.61942], [0.09313, 0.08928, -2.36102], [-2.25397, 0.07547, 1.40916]]
}

---

(2)
{
  "formula": "C6H10O",
  "method": "ωB97M-V/def2-TZVPD",
  "homo_ev": -8.24,
  "lumo_energy_ev": 1.10,
  "homo_lumo_gap_ev": 9.34,
  "relative_energy_kcal_mol": 80.2,
  "multiplicity": 1,
  "largest_force_ev_per_a": 0.75,
  "species": ["H", "H", "H", "C", "H", "H", "C", "C", "H", "C", "H", "H", "H", "C", "H", "C", "O"],
  "positions_angstrom": [[-1.87801, 1.93927, 0.15908], [-1.98582, 0.09336, 1.89832], [-0.15662, 1.52530, -1.78935], [1.81746, -1.56176, -0.24070], [1.03861, -2.22869, 0.15997], [2.56360, -1.36721, 0.53965], [-1.27174, -0.00441, 1.09284], [-1.17444, 1.11217, 0.09242], [-1.58433, 0.44440, -1.94910], [1.32722, -0.27030, -0.84640], [2.34342, -2.06354, -1.05827], [-0.03038, 1.65987, 1.97926], [-1.12027, -1.01879, 0.72340], [-0.12862, 0.96605, 1.15338], [0.86520, 0.67594, 0.76907], [-0.73584, 0.72479, -1.31685], [0.06824, -0.45816, -1.17820]]
}

---

(3)
{
  "formula": "C6H10O",
  "method": "ωB97M-V/def2-TZVPD",
  "homo_ev": -9.37,
  "lumo_energy_ev": 1.13,
  "homo_lumo_gap_ev": 10.50,
  "relative_energy_kcal_mol": 43.1,
  "multiplicity": 1,
  "largest_force_ev_per_a": 0.69,
  "smiles": "CO[C@@H]1[C@@H]2CC[C@@H]21",
  "species": ["C", "H", "C", "H", "C", "C", "H", "H", "C", "H", "C", "H", "O", "H", "H", "H", "H"],
  "positions_angstrom": [[0.89471, 0.31060, 1.50083], [2.40495, 1.02859, 0.20862], [-0.99171, -1.50227, -1.45655], [-0.84141, -2.58431, -1.42077], [-0.95462, 0.37361, -0.09115], [-0.32679, 1.09082, 1.04200], [-0.83690, 1.85743, 1.61388], [0.71977, -0.70294, 1.86507], [0.24876, 1.23384, -0.36883], [0.17972, 2.09159, -1.03763], [1.49361, 0.45403, 0.07138], [-1.91952, 0.76646, -0.41652], [-0.86503, -1.01610, -0.14076], [-1.99464, -1.29498, -1.85916], [1.47721, 0.86636, 2.24291], [1.69313, -0.44757, -0.52074], [-0.24600, -1.05409, -2.13030]]
}

---

(4)
{
  "formula": "C6H10O",
  "method": "ωB97M-V/def2-TZVPD",
  "homo_ev": -9.01,
  "lumo_energy_ev": 1.13,
  "homo_lumo_gap_ev": 10.15,
  "relative_energy_kcal_mol": 42.4,
  "multiplicity": 1,
  "largest_force_ev_per_a": 1.86,
  "species": ["H", "O", "H", "H", "H", "H", "C", "H", "C", "C", "C", "C", "H", "H", "H", "H", "C"],
  "positions_angstrom": [[0.77119, 1.38422, -0.56701], [-1.19442, 0.85455, 1.21430], [-3.04458, -0.16768, 0.76854], [-2.45146, -0.47858, -1.62400], [1.99642, -0.78124, -1.03091], [-1.01523, -1.95696, -0.09559], [-0.04158, -0.07109, 0.78349], [3.12278, 0.50585, -0.56967], [-0.95919, -0.87322, -0.10632], [1.11801, 0.74189, 0.25074], [2.29567, -0.11760, -0.21157], [-1.70636, 0.03419, -1.02784], [2.68096, -0.74318, 0.60234], [0.27513, -0.68621, 1.63660], [-1.21664, 0.87467, -1.50742], [1.41760, 1.40305, 1.07221], [-2.04830, 0.07734, 0.41210]]
}

---

- What is the multiplicity in the second record?
  1

---

- Which value of multiplicity does entry 1 give?
  1

---

- What is the multiplicity in the first record?
  1